9
Properties=species:S:1:pos:R:3 method="wB97M-V/def2-TZVPD" gap_ev="8.691 / 7.232" spin_multiplicity=1
C 1.0305 0.4031 0.4136
C -0.5907 -1.2810 -0.0639
N 0.9578 1.4695 -0.0803
O 0.7056 2.4010 -0.6644
F -0.1443 -1.6427 -1.2613
F -0.1273 -2.0876 0.9482
F -1.2870 1.5766 -0.2569
Cl -2.0036 -0.4676 -0.0315
H 1.4591 -0.3712 0.9965

7
Properties=species:S:1:pos:R:3 method="wB97M-V/def2-TZVPD" gap_ev=6.154 spin_multiplicity=1 charge=-1
C -0.0058 1.6390 1.6109
C -0.4540 -1.2315 -1.5049
O 0.8596 1.3920 2.3100
O -1.0360 1.9864 1.2289
F 0.0408 -2.5108 -1.3235
Cl 0.2768 -0.3258 0.0770
H 0.3185 -0.9493 -2.3983

7
Properties=species:S:1:pos:R:3 method="wB97M-V/def2-TZVPD" gap_ev="8.326 / 8.062" spin_multiplicity=1
C -1.0008 0.7336 0.2273
C -0.3687 -0.0253 -0.6647
N -1.4933 1.2994 1.0765
N 0.8584 -0.8777 1.0606
O 1.9809 -0.7160 0.9278
Cl 0.9701 0.4895 -1.6563
H -0.9466 -0.9035 -0.9713

7
Properties=species:S:1:pos:R:3 method="wB97M-V/def2-TZVPD" gap_ev=11.136 spin_multiplicity=1
C -1.6345 -0.2348 0.0765
C 0.9869 -0.3110 0.0454
N -2.7343 -0.4812 0.0117
N -0.0631 0.5006 0.1750
O 0.9965 -1.5044 0.0449
Cl 2.4373 0.7359 0.0486
H 0.0111 1.2949 -0.4021

Energy for the records above, in order: -966.3028; -787.3366; -721.6046; -721.6838 Eh